{"formula": "C24H60F4K3N2O24P4S4", "method": "ωB97M-V with the def2-TZVPD basis set", "e_lumo_ev": [-5.6, -11.2], "homo_ev": [-13.625, -13.625], "total_charge": 2, "spin_multiplicity": 2, "species": ["K", "K", "K", "N", "S", "O", "O", "F", "S", "O", "O", "F", "N", "S", "O", "O", "F", "S", "O", "O", "F", "C", "C", "O", "P", "O", "O", "C", "C", "O", "C", "C", "H", "H", "H", "H", "H", "H", "H", "H", "H", "H", "H", "H", "H", "H", "H", "C", "C", "O", "P", "O", "O", "C", "C", "O", "C", "C", "H", "H", "H", "H", "H", "H", "H", "H", "H", "H", "H", "H", "H", "H", "H", "C", "C", "O", "P", "O", "O", "C", "C", "O", "C", "C", "H", "H", "H", "H", "H", "H", "H", "H", "H", "H", "H", "H", "H", "H", "H", "C", "C", "O", "P", "O", "O", "C", "C", "O", "C", "C", "H", "H", "H", "H", "H", "H", "H", "H", "H", "H", "H", "H", "H", "H", "H"], "positions_angstrom": [[-1.5283, 1.6137, -5.4825], [-1.5278, -2.0594, -5.4367], [-6.3726, 3.3932, -2.3847], [-2.4452, -0.1543, -3.5099], [-4.0465, -0.1775, -2.8869], [-4.8015, 1.1098, -2.9897], [-4.3845, -1.1194, -1.8719], [-4.6823, -0.8924, -4.2052], [-1.9537, 0.6387, -2.3664], [-1.8459, 0.1333, -1.0061], [-2.1023, 2.0525, -2.5505], [-0.3189, 0.5810, -2.7340], [-2.0217, -0.3854, -7.5995], [-1.2655, 0.0164, -9.1038], [-2.0100, 0.3112, -10.3242], [0.0474, -0.5516, -9.3368], [-0.8888, 1.5038, -8.6999], [-3.3813, -0.4261, -8.1704], [-3.6767, -1.6460, -8.9684], [-3.9443, 0.8478, -8.5845], [-4.0472, -0.7714, -6.7659], [4.1810, -4.2685, 1.2705], [3.0116, -3.2139, 0.8764], [3.4291, -1.9396, 0.8822], [4.1150, -1.3461, -0.4939], [5.0533, -2.3434, -1.0920], [2.7872, -0.8327, -1.3574], [2.7327, -0.6248, -2.7220], [2.6751, 0.9060, -3.0044], [4.7313, 0.0285, 0.0458], [5.6303, 0.0318, 1.1019], [6.0641, 1.5553, 1.1634], [4.9504, -4.4081, 0.5111], [4.7380, -3.8509, 2.1093], [3.7555, -5.1996, 1.6447], [2.6629, -3.5948, -0.0835], [2.1356, -3.2116, 1.5250], [3.6994, -0.9624, -3.0958], [1.9022, -1.2180, -3.1048], [1.9415, 1.3967, -2.3647], [3.5353, 1.5252, -2.7498], [2.3875, 1.0304, -4.0484], [5.2165, -0.2849, 2.0593], [6.4945, -0.6027, 0.9054], [6.1844, 2.0391, 0.1941], [5.3386, 2.1767, 1.6884], [7.0766, 1.4439, 1.5513], [-4.3651, 0.8329, 1.9436], [-3.3840, 1.8379, 1.1449], [-3.7446, 3.1270, 1.6920], [-4.5730, 4.2220, 0.7922], [-5.8452, 3.8284, 0.1568], [-3.4679, 4.5972, -0.4126], [-2.2239, 5.0335, 0.0615], [-1.4387, 5.6540, -1.0266], [-4.5538, 5.5634, 1.6683], [-5.2570, 5.5537, 2.9514], [-4.4186, 5.0801, 4.2545], [-5.3619, 1.2359, 2.1224], [-4.5456, -0.1136, 1.4341], [-3.9599, 0.4837, 2.8933], [-2.3273, 1.6047, 1.2750], [-3.6561, 1.6299, 0.1101], [-2.3549, 5.6309, 0.9637], [-1.7381, 4.0865, 0.2968], [-1.1292, 5.0045, -1.8455], [-2.0546, 6.4158, -1.5046], [-0.5820, 6.1450, -0.5651], [-5.6199, 6.5811, 2.9808], [-6.2313, 5.0806, 2.8288], [-3.5548, 5.7449, 4.2576], [-4.8876, 5.1878, 5.2325], [-4.0824, 4.0444, 4.3021], [0.6779, 1.2427, 1.4143], [1.4424, 0.8022, 2.6475], [1.4043, 1.9998, 3.5458], [1.6333, 2.0185, 5.1757], [1.7813, 0.7007, 5.9140], [0.3760, 2.9315, 5.6186], [-0.9708, 2.3052, 5.4573], [-1.4478, 1.7993, 6.7687], [2.9680, 3.0268, 5.3860], [4.2119, 2.4129, 5.2302], [5.0530, 3.6983, 5.5859], [0.6157, 0.4659, 0.6522], [-0.2355, 1.6797, 1.8178], [1.2853, 1.9031, 0.7955], [0.9191, 0.0850, 3.2799], [2.3928, 0.4043, 2.2920], [-1.5134, 3.1218, 4.9810], [-1.0480, 1.5188, 4.7065], [-2.3641, 1.3105, 6.4377], [-0.6947, 1.0783, 7.0867], [-1.5220, 2.6245, 7.4770], [4.4260, 1.6943, 6.0212], [4.4338, 1.9921, 4.2495], [5.8791, 3.7817, 4.8796], [4.4041, 4.5703, 5.5038], [5.2827, 3.7276, 6.6510], [-1.9800, -3.2819, -0.1694], [-0.5471, -2.9017, -0.4924], [0.1378, -4.1950, -0.4912], [0.6819, -4.8718, -1.8491], [0.3862, -4.0067, -3.0206], [2.2542, -5.3009, -1.6608], [3.0415, -5.6022, -2.7295], [4.2904, -6.2704, -2.2202], [-0.0403, -6.3375, -1.8573], [-1.5190, -6.4869, -1.9135], [-1.9335, -6.9896, -0.4872], [-2.6763, -2.7391, -0.8086], [-2.2376, -4.3309, -0.3158], [-2.2443, -3.2200, 0.8862], [-0.3594, -2.2609, -1.3539], [-0.1828, -2.1780, 0.2367], [2.4985, -6.2114, -3.4520], [3.2907, -4.7028, -3.2927], [4.9727, -6.4363, -3.0539], [4.6552, -5.7825, -1.3163], [3.9912, -7.2016, -1.7390], [-1.9993, -5.5396, -2.1583], [-1.9257, -7.3525, -2.4363], [-1.2178, -6.4345, 0.1192], [-2.7912, -6.5305, 0.0044], [-1.8111, -8.0719, -0.4466]], "atomic_forces_ev_per_a": [[-0.0210, 0.4477, -0.4513], [0.0198, -0.6543, -0.0647], [0.1166, -0.1022, 0.1725], [-4.6266, -2.9512, -1.2235], [-6.4114, -0.7169, -4.3954], [2.6932, -2.3537, 0.9814], [1.2727, 1.0222, -0.0242], [1.2320, 0.4349, 1.0486], [9.3139, 4.7988, 6.0238], [-1.5495, 0.1229, -1.8514], [-1.0429, 0.2502, 0.1517], [-1.1054, -0.6554, -0.6235], [6.7026, 0.8958, -1.1961], [4.0896, 1.9136, -3.9693], [0.2730, -1.6133, 2.6606], [-1.8970, -0.4733, 1.7261], [0.0628, 0.5461, 1.1629], [-9.6249, -2.6518, -3.6469], [0.7861, 3.0020, 1.8584], [0.5183, -1.5574, 1.2173], [-0.6197, 0.0813, 0.8562], [-1.0687, 1.5639, 0.8001], [0.2437, -4.9426, 0.1472], [1.7781, 4.4901, -1.8893], [-0.7014, -1.2933, 0.0629], [-1.5292, 1.8540, 0.2739], [1.5439, -1.0919, 3.9152], [1.7782, 1.5446, -0.9925], [-0.9693, -0.3923, 0.2806], [-2.2209, -1.4435, -1.4817], [1.4893, 2.4743, 0.3449], [0.5498, -1.7921, 0.0600], [-0.5728, -0.0421, -0.3570], [-0.0773, 0.1379, 0.2658], [-0.0277, -0.0748, -0.4008], [-0.0828, 0.5107, -0.2381], [0.1868, -0.6725, 0.3786], [-0.2747, -0.4319, -0.7810], [0.0208, 0.2716, -0.2599], [-0.6000, -0.3507, -0.1682], [0.6843, -0.7748, -0.3906], [0.1481, 0.3263, -0.0405], [-0.3972, -0.0615, -0.0894], [0.0071, 0.0014, -0.2046], [-0.1257, -0.5809, -0.2669], [0.3420, -0.1244, 0.5192], [-0.0989, 1.0281, 0.7310], [1.1793, -0.3379, -0.3604], [-2.8787, -2.1985, 1.4164], [-0.6326, 1.5947, -1.2877], [3.0421, 0.4373, -1.2656], [0.3903, -0.2002, 0.4012], [-3.7429, -0.3910, 1.2638], [1.1125, -1.6890, 0.4026], [-0.0613, 1.3822, -0.5798], [0.0409, -2.0678, 0.1929], [-0.7137, 0.0960, 1.3500], [-0.1006, 0.8887, -1.5335], [0.2557, 0.4792, -0.1294], [0.2471, 0.0849, -0.5570], [0.1400, 0.4941, 0.2224], [-0.1875, 0.3938, 0.1866], [0.1783, 0.9890, -0.2196], [0.2949, 0.2454, -0.2361], [0.5749, 0.1090, 0.7230], [0.0453, -0.3848, 0.4025], [0.1031, 0.3338, 0.0500], [0.1708, -0.0063, -0.3040], [0.7066, 0.2277, 0.7606], [0.2655, -0.8991, -0.0118], [0.2184, -0.1811, 0.1558], [-0.7274, 0.5688, -0.4181], [-0.0603, -0.0448, -0.8571], [0.6253, -0.1117, 0.2619], [-0.8969, -0.2290, -0.2326], [1.6684, -0.6339, 2.4319], [-2.6869, 3.1343, -3.0089], [0.5972, 0.7215, -0.4266], [2.4212, -1.7917, -0.5836], [0.1597, 1.1181, -0.7936], [0.4000, 0.2778, -0.7756], [-3.8144, -3.2911, 0.5443], [2.5993, 2.0462, 0.8309], [-0.0073, -0.3008, -0.2404], [-0.8295, -0.6590, 0.5658], [-0.2315, 0.0144, -0.9713], [-0.0542, 0.8841, 0.6223], [0.0525, -0.5099, -0.6822], [0.5754, 0.4662, 0.9153], [-0.3039, 0.1090, 0.5269], [0.9189, -0.2449, -0.1260], [-0.3711, -0.1153, 1.0802], [-0.3807, -0.2175, 0.3838], [-0.4409, -0.3728, 0.1154], [-0.3014, -0.2035, -0.0307], [-0.5148, 0.0311, -0.1173], [0.2351, 0.1393, 0.4526], [0.1168, 0.0612, -0.6170], [0.6257, -0.4214, -0.2231], [-1.0377, 0.1132, -0.2674], [-0.3688, -0.3978, 0.4347], [1.6131, 0.2772, -0.6047], [-0.3286, -1.1364, -0.4046], [0.2148, -0.3185, 0.2923], [-4.3784, 1.5287, 2.7330], [1.5020, -0.1560, -2.5460], [-0.7996, -0.7216, 0.6546], [-0.1117, 0.9626, -0.7248], [-0.5403, -0.4076, 2.4221], [1.3827, 2.0310, 0.1612], [-0.1815, 0.2761, 0.4230], [0.6173, -0.0578, -0.6004], [0.1244, 0.7927, 0.0399], [-0.3640, -0.9761, -0.8496], [0.5829, -0.8340, 0.8627], [0.0338, -0.4307, 0.0315], [0.1076, 0.3288, 0.1200], [0.3072, 0.0612, 0.4942], [0.6181, 0.7836, -0.6513], [0.0076, -0.5760, -0.5974], [0.1587, -0.1816, -0.3261], [1.1485, 0.5611, -1.5495], [0.6679, -0.8387, 0.4938], [-0.9355, -0.7280, -0.8307], [-0.2712, 0.2999, 0.4874]], "lowdin_charge": [0.8710, 0.8546, 0.9534, -0.3599, 0.6315, -0.3539, -0.2042, -0.1873, 0.3647, -0.2433, -0.2933, -0.2387, -0.4227, 0.6095, -0.2291, -0.2532, -0.2040, 0.3936, -0.2721, -0.2628, -0.2283, -0.0296, -0.3128, -0.2003, 0.5639, -0.2148, -0.2036, -0.2753, -0.0579, -0.1978, -0.2705, -0.0454, 0.0513, 0.0621, 0.0739, 0.0750, 0.1174, 0.1157, 0.1104, 0.0515, 0.0798, 0.0706, 0.1078, 0.1247, 0.0772, 0.0542, 0.0753, -0.0320, -0.2022, -0.2115, 0.5179, -0.3399, -0.1947, -0.3253, -0.0590, -0.1884, -0.1856, -0.0363, 0.0756, 0.0659, 0.0590, 0.0876, 0.0870, 0.1208, 0.1095, 0.0769, 0.0880, 0.0905, 0.1199, 0.1088, 0.0691, 0.0745, 0.0461, -0.0448, -0.1831, -0.1801, 0.6470, -0.0179, -0.1661, -0.2444, -0.0464, -0.0776, -0.2154, -0.0041, 0.0793, 0.0668, 0.0928, 0.1159, 0.1124, 0.1237, 0.1130, 0.0991, 0.0833, 0.1010, 0.1429, 0.1231, 0.0948, 0.0880, 0.0945, -0.0438, -0.2252, -0.1940, 0.5132, -0.2696, -0.1859, -0.3370, -0.0429, -0.1957, -0.1987, -0.0713, 0.0591, 0.0499, 0.0877, 0.0909, 0.1038, 0.1241, 0.1185, 0.0931, 0.0637, 0.0842, 0.0976, 0.1139, 0.0582, 0.0726, 0.0850]}

=====

{"formula": "C17H24N2O3", "method": "ωB97M-V with the def2-TZVPD basis set", "e_lumo_ev": 0.7, "homo_ev": -9.071, "smiles": "O=C(CNC(=O)OCc1ccccc1)NC1CCCCCC1", "total_charge": 0, "species": ["O", "C", "N", "H", "C", "C", "H", "C", "H", "C", "C", "C", "C", "H", "H", "H", "H", "H", "H", "H", "H", "H", "H", "H", "C", "N", "C", "O", "O", "C", "C", "C", "C", "C", "C", "C", "H", "H", "H", "H", "H", "H", "H", "H", "H", "H"], "positions_angstrom": [[-1.2670, 0.2973, 1.7851], [-1.0039, 0.3475, 0.6019], [-1.8358, -0.0473, -0.3765], [-1.5345, 0.0132, -1.3364], [-3.1565, -0.6057, -0.1335], [-3.2348, -2.0244, -0.7132], [-3.9565, -2.6037, -0.1360], [-3.6103, -2.1126, -2.1937], [-3.1839, -1.2768, -2.7508], [-5.1212, -2.1695, -2.4169], [-5.8434, -0.8436, -2.1946], [-5.6128, -0.2165, -0.8202], [-4.2109, 0.3745, -0.6632], [-4.2446, 1.2199, 0.0270], [-3.8830, 0.7647, -1.6298], [-6.3401, 0.5887, -0.6946], [-5.8010, -0.9497, -0.0354], [-5.5326, -0.1303, -2.9623], [-6.9144, -1.0151, -2.3271], [-5.3142, -2.4929, -3.4429], [-5.5446, -2.9265, -1.7527], [-3.1770, -3.0283, -2.6026], [-2.2579, -2.4875, -0.5543], [-3.2406, -0.6732, 0.9561], [0.3298, 0.9079, 0.0981], [1.2565, 1.0253, 1.1944], [2.4329, 0.3511, 1.1709], [2.9204, -0.1516, 0.1885], [3.0037, 0.3578, 2.3956], [4.3113, -0.2047, 2.4584], [5.3480, 0.6746, 1.8082], [6.3793, 0.1207, 1.0635], [7.3303, 0.9356, 0.4751], [7.2537, 2.3104, 0.6189], [6.2230, 2.8682, 1.3558], [5.2765, 2.0540, 1.9510], [4.4687, 2.4849, 2.5247], [6.1563, 3.9406, 1.4683], [7.9931, 2.9459, 0.1540], [8.1292, 0.4963, -0.1041], [6.4337, -0.9508, 0.9396], [4.5124, -0.3144, 3.5285], [4.3063, -1.1915, 1.9829], [0.8286, 1.1875, 2.0978], [0.7787, 0.2552, -0.6556], [0.1491, 1.8946, -0.3477]], "atomic_forces_ev_per_a": [[-0.0700, 0.0134, 0.4389], [0.4591, 0.1430, -0.4259], [-0.1892, -0.0529, -0.2285], [0.1208, 0.0461, 0.0635], [-0.0821, -0.0109, 0.1071], [0.0839, 0.1034, -0.0334], [-0.0210, -0.0678, 0.0306], [-0.1433, -0.3110, 0.1827], [0.0954, 0.0508, -0.1466], [0.0672, 0.2841, -0.2411], [-0.1068, -0.2731, 0.1970], [0.0486, 0.2400, -0.2601], [-0.0855, -0.1856, 0.2674], [0.0915, 0.0466, -0.0534], [0.0251, 0.0610, -0.0354], [-0.0202, -0.0534, 0.0862], [-0.1031, -0.0414, 0.1204], [-0.0289, 0.0550, -0.0438], [-0.0142, 0.0529, -0.0776], [-0.0485, -0.0743, 0.0228], [-0.0132, -0.0820, 0.0012], [0.0600, 0.0743, -0.0490], [-0.0636, -0.0162, 0.0989], [0.0013, 0.0211, -0.1812], [0.1161, 0.0601, 0.1367], [-0.2742, 0.1075, 0.2434], [-0.0797, 0.2094, 0.0024], [0.2130, -0.2690, -0.1471], [-0.1903, 0.0959, 0.1152], [0.2558, -0.2975, -0.0623], [-0.0966, -0.0023, 0.0011], [-0.0819, 0.0249, 0.1099], [0.1003, -0.0271, -0.0243], [0.0723, 0.0442, -0.0552], [-0.0070, 0.0858, 0.0216], [-0.0239, -0.0685, 0.0441], [-0.0699, 0.0574, 0.0369], [-0.0008, 0.0817, 0.0077], [0.0535, 0.0442, -0.0389], [0.0601, -0.0328, -0.0511], [-0.0224, -0.1224, -0.0453], [-0.0729, -0.0175, -0.1613], [0.0364, 0.1361, 0.1283], [0.1063, -0.0738, -0.0698], [-0.1108, 0.1118, 0.0287], [-0.0464, -0.1712, -0.0615]], "lowdin_charge": [0.0674, -0.4642, 0.0906, 0.1477, -0.3069, -0.1433, 0.1130, -0.1971, 0.1094, -0.2128, -0.2133, -0.1933, -0.1477, 0.1174, 0.1111, 0.1079, 0.1164, 0.1110, 0.1070, 0.1072, 0.1118, 0.1083, 0.1165, 0.1454, -0.0848, 0.0908, -0.5683, 0.1051, 0.0057, -0.1239, -0.2075, -0.0372, -0.0836, -0.0948, -0.0814, -0.0317, 0.1175, 0.1013, 0.0991, 0.1010, 0.1138, 0.1377, 0.1290, 0.1431, 0.1268, 0.1328]}

=====

no.,E (eV)
1,-218311.400
2,-27142.826